A:
{"formula": "C3H5N", "method": "the ωB97M-V functional and the def2-TZVPD basis", "smiles": "C#CCN", "mol_weight_g_mol": 55.080, "gap_ev": 10.4517, "multiplicity": 1, "total_charge": 0, "e_homo_ev": -9.716, "elements": ["C", "C", "C", "H", "H", "H", "H", "H", "N"], "positions_angstrom": [[0.66252, 0.59894, 0.09415], [-0.84952, 0.36170, -0.14234], [-1.87718, -0.32410, 0.12249], [1.03100, -1.35531, 0.38647], [2.40017, -0.11996, 0.44401], [1.02737, 1.23543, 0.88028], [0.78014, 1.39520, -0.81771], [-2.86193, -0.52487, -0.10799], [1.42976, -0.63568, -0.17584]], "mulliken_charge": [-0.363, -0.108, -0.378, 0.263, 0.303, 0.321, 0.203, 0.331, -0.570]}

---

B:
{"formula": "C3H5N", "method": "the ωB97M-V functional and the def2-TZVPD basis", "smiles": "C#CCN", "mol_weight_g_mol": 55.080, "gap_ev": 10.5730, "multiplicity": 1, "total_charge": 0, "e_homo_ev": -9.619, "elements": ["C", "C", "C", "H", "H", "H", "H", "H", "N"], "positions_angstrom": [[0.37632, 0.50926, 0.01184], [-1.00980, 0.05414, -0.18756], [-2.17349, -0.24607, -0.04116], [1.23836, -1.20437, 0.61523], [2.30301, -0.15139, -0.22934], [0.47133, 1.02871, 0.93952], [0.57975, 1.22245, -0.80362], [-3.12779, -0.66654, -0.11191], [1.34230, -0.54619, -0.19300]], "mulliken_charge": [-0.462, -0.449, 0.048, 0.235, 0.234, 0.288, 0.265, 0.442, -0.601]}

---

C:
{"formula": "C3H5N", "method": "the ωB97M-V functional and the def2-TZVPD basis", "mol_weight_g_mol": 55.080, "gap_ev": [8.9822, 8.5635], "multiplicity": 1, "total_charge": 0, "e_homo_ev": [-9.639, -8.956], "elements": ["C", "C", "C", "N", "H", "H", "H", "H", "H"], "positions_angstrom": [[1.01671, -0.79460, 1.37099], [-0.44872, -0.52753, 0.16924], [-0.34929, 0.63590, -0.63724], [-1.34227, 0.97161, -1.40794], [1.18461, -1.84982, 1.57865], [1.62406, -0.15319, 0.90764], [-1.14315, -1.31033, 0.33186], [0.59998, 1.08910, -0.47089], [-1.14192, 1.93886, -1.84230]], "mulliken_charge": [-0.650, -0.294, 0.086, -0.571, 0.299, 0.307, 0.350, 0.217, 0.255]}

---

B is favored, and the nearest alternative lies 205.8 kJ/mol above it.

---

A:
{"formula": "C21H18Cl4F6N2NiO10S4", "method": "the ωB97M-V functional and the def2-TZVPD basis", "mol_weight_g_mol": 901.140, "gap_ev": [6.2910, 6.2359], "multiplicity": 3, "total_charge": -2, "e_homo_ev": [-2.035, -1.980], "elements": ["Ni", "Cl", "C", "C", "Cl", "C", "Cl", "C", "O", "C", "O", "C", "Cl", "F", "C", "F", "F", "S", "O", "O", "N", "S", "O", "O", "C", "F", "F", "F", "O", "C", "N", "S", "O", "O", "C", "C", "C", "C", "C", "C", "H", "H", "H", "H", "C", "C", "C", "S", "O", "C", "C", "C", "H", "H", "H", "H", "H", "H", "H", "H", "H", "H", "H", "H", "H", "H"], "positions_angstrom": [[-1.56100, -0.72616, -0.46419], [0.36166, 3.85067, -5.05451], [-0.47017, 3.03956, -3.75579], [-1.64803, 3.54321, -3.25485], [-2.32205, 5.02132, -3.88419], [-2.31276, 2.85302, -2.22176], [-3.79768, 3.48174, -1.55379], [-1.81297, 1.67146, -1.68930], [-2.40624, 0.98953, -0.75871], [-0.55903, 1.17100, -2.17017], [-0.07006, 0.11907, -1.58148], [0.06491, 1.85619, -3.20663], [1.56653, 1.20554, -3.82012], [-5.75231, -1.91365, 1.38871], [-4.43102, -1.81311, 1.22238], [-4.11789, -0.54034, 1.04053], [-3.82334, -2.25419, 2.32659], [-3.89535, -2.85625, -0.20001], [-2.42952, -2.82271, -0.18685], [-4.53146, -4.11407, 0.02984], [-4.47520, -2.01770, -1.39430], [-3.63249, -1.81132, -2.72261], [-3.73385, -2.88861, -3.66350], [-2.29739, -1.25880, -2.50766], [-4.62480, -0.43834, -3.44166], [-4.90156, 0.50251, -2.56068], [-5.77603, -0.92534, -3.92727], [-3.92722, 0.08456, -4.45037], [-1.08704, -0.19960, 1.50066], [-0.30442, -1.13171, 1.79260], [0.10832, -1.99750, 0.87101], [0.96576, -3.21096, 1.52466], [2.29894, -3.25297, 0.98141], [0.23033, -4.44730, 1.54950], [0.98849, -2.53398, 3.16988], [1.58273, -3.01174, 4.31967], [1.39593, -2.27691, 5.48550], [0.63210, -1.11036, 5.48486], [0.03282, -0.65255, 4.31766], [0.22755, -1.38565, 3.16473], [2.17137, -3.91989, 4.31219], [1.85012, -2.61659, 6.40871], [0.51002, -0.55477, 6.40661], [-0.55947, 0.25248, 4.28891], [5.40280, -1.04065, -1.24600], [4.51551, -0.14104, -0.38877], [3.04896, -0.39183, -0.69210], [1.91708, 0.43135, 0.44714], [2.57714, 0.36974, 1.81285], [2.12029, 2.12619, -0.12400], [1.48208, 3.06907, 0.88635], [1.51662, 4.51274, 0.39758], [6.46293, -0.85874, -1.05012], [5.22397, -0.87359, -2.31117], [5.19567, -2.09255, -1.03780], [4.77797, 0.90557, -0.56338], [4.68532, -0.33848, 0.67111], [2.81597, -1.45014, -0.55735], [2.74484, -0.09254, -1.69611], [1.58683, 2.18213, -1.07632], [3.17792, 2.34716, -0.28448], [1.99555, 2.96580, 1.84398], [0.44456, 2.75911, 1.04610], [2.54282, 4.83247, 0.19404], [1.09289, 5.19418, 1.13887], [0.94507, 4.62520, -0.52661]], "mulliken_charge": [1.098, -0.266, 0.371, 0.221, -0.266, 0.378, -0.258, 0.191, -0.776, -0.264, -1.091, 0.621, -0.236, -0.255, 0.687, -0.177, -0.239, 0.967, -0.588, -0.700, -0.448, 0.907, -0.633, -0.735, 0.671, -0.202, -0.255, -0.229, -1.012, 1.199, -0.385, 1.094, -0.740, -0.723, 0.166, -0.767, -0.412, -0.631, -0.552, 0.513, 0.453, 0.385, 0.383, 0.505, -1.350, -0.097, -0.550, 1.035, -0.892, -0.233, -0.299, -1.408, 0.410, 0.291, 0.305, 0.183, 0.301, 0.362, 0.064, -0.330, 0.608, 0.391, 0.224, 0.321, 0.401, 0.293]}

---

B:
{"formula": "C21H18Cl4F6N2NiO10S4", "method": "the ωB97M-V functional and the def2-TZVPD basis", "mol_weight_g_mol": 901.140, "gap_ev": [5.8372, 5.8012], "multiplicity": 3, "total_charge": -2, "e_homo_ev": [-1.852, -1.816], "elements": ["Ni", "Cl", "C", "C", "Cl", "C", "Cl", "C", "O", "C", "O", "C", "Cl", "F", "C", "F", "F", "S", "O", "O", "N", "S", "O", "O", "C", "F", "F", "F", "O", "C", "N", "S", "O", "O", "C", "C", "C", "C", "C", "C", "H", "H", "H", "H", "C", "C", "C", "S", "O", "C", "C", "C", "H", "H", "H", "H", "H", "H", "H", "H", "H", "H", "H", "H", "H", "H"], "positions_angstrom": [[0.29636, 0.96358, 0.06615], [6.17709, 1.00428, 3.51913], [4.48379, 0.97688, 3.10704], [3.52237, 0.79343, 4.08829], [4.00016, 0.62251, 5.75502], [2.16795, 0.73634, 3.74002], [0.94219, 0.44782, 4.94443], [1.74518, 0.85818, 2.40860], [0.50704, 0.72287, 2.04525], [2.73788, 1.09034, 1.42285], [2.33768, 1.25254, 0.15781], [4.07354, 1.12543, 1.77181], [5.23818, 1.34405, 0.50423], [1.32601, 1.02442, -5.05149], [1.34333, 2.05645, -4.20215], [2.17017, 2.97909, -4.68371], [0.11956, 2.56397, -4.13341], [1.89382, 1.45981, -2.56253], [0.65291, 0.85447, -2.03661], [2.95427, 0.54600, -2.86788], [2.30482, 2.80742, -1.91025], [1.88944, 3.36560, -0.44703], [2.93683, 3.80159, 0.43131], [0.53931, 3.01382, 0.06345], [1.39953, 4.99844, -1.15270], [0.42629, 4.89448, -2.06618], [2.44304, 5.60357, -1.73207], [0.95953, 5.79601, -0.17630], [-2.05838, -1.16258, -0.81558], [-2.50141, -0.07479, -0.46162], [-1.76982, 0.97945, -0.01952], [-2.69837, 2.25320, 0.42408], [-2.55886, 3.33846, -0.50537], [-2.56401, 2.53072, 1.82427], [-4.24450, 1.43945, 0.11684], [-5.53350, 1.89910, 0.30384], [-6.57244, 1.03884, -0.03103], [-6.31147, -0.23742, -0.53632], [-5.00453, -0.67749, -0.71202], [-3.97971, 0.18484, -0.37744], [-5.72239, 2.89086, 0.70033], [-7.59818, 1.36168, 0.10699], [-7.13846, -0.88934, -0.79278], [-4.77593, -1.66336, -1.10044], [-0.90421, -4.13972, 2.87335], [-0.00483, -3.57136, 1.77725], [-0.53068, -2.23335, 1.29231], [0.65523, -1.43443, 0.19643], [2.00915, -1.72578, 0.74721], [0.46467, -2.41582, -1.33318], [1.74687, -3.16445, -1.65816], [1.54659, -4.05183, -2.88490], [-0.52144, -5.09591, 3.24065], [-1.92431, -4.30105, 2.50922], [-0.95878, -3.44911, 3.71975], [0.05407, -4.27809, 0.94116], [1.01020, -3.43265, 2.14825], [-0.63464, -1.51380, 2.11177], [-1.47704, -2.30794, 0.74974], [0.21972, -1.68371, -2.10376], [-0.39641, -3.07676, -1.21121], [2.06303, -3.75783, -0.79932], [2.54465, -2.44276, -1.84012], [0.74551, -4.78093, -2.71921], [2.46057, -4.60262, -3.12273], [1.27579, -3.45509, -3.76186]], "mulliken_charge": [1.085, -0.270, 0.198, 0.447, -0.264, 0.299, -0.265, 0.342, -0.716, -1.207, -0.103, 0.210, -0.247, -0.222, 0.446, -0.227, -0.206, 1.271, -0.802, -0.751, -0.656, 1.343, -0.738, -0.587, 0.434, -0.239, -0.236, -0.221, -0.807, 0.496, 0.782, 1.061, -0.671, -0.669, 0.160, -0.678, -0.465, -0.577, -0.428, -0.061, 0.438, 0.369, 0.372, 0.513, -1.419, -0.166, -1.232, 0.786, -0.749, -1.159, -0.061, -1.413, 0.411, 0.323, 0.330, 0.151, 0.394, 0.572, 0.555, 0.554, 0.512, 0.333, 0.292, 0.332, 0.396, 0.304]}

---

A is favored, and the nearest alternative lies 18.2 kJ/mol above it.

---

A:
{"formula": "C18H19N3O4", "method": "the ωB97M-V functional and the def2-TZVPD basis", "smiles": "COc1ccc(/C=C/C(=O)NCC(=O)N/N=C(/C)c2ccco2)cc1", "mol_weight_g_mol": 341.367, "gap_ev": 8.6031, "multiplicity": 1, "total_charge": 0, "e_homo_ev": -8.165, "elements": ["C", "H", "O", "C", "C", "C", "C", "C", "C", "H", "H", "C", "C", "C", "O", "N", "H", "C", "C", "O", "N", "N", "C", "C", "C", "C", "C", "O", "H", "H", "H", "C", "H", "H", "H", "H", "H", "H", "H", "H", "H", "H", "H", "H"], "positions_angstrom": [[8.06882, 1.03994, 0.07678], [8.83816, 1.79155, 0.24662], [6.84495, 1.68135, 0.34330], [5.69377, 0.97159, 0.21486], [5.61384, -0.36321, -0.17366], [4.38503, -0.98604, -0.26955], [3.19966, -0.30851, 0.01548], [3.29601, 1.03398, 0.40156], [4.51396, 1.66339, 0.50094], [4.58713, 2.69715, 0.79986], [2.39468, 1.58528, 0.62809], [1.88738, -0.92108, -0.07234], [1.62019, -2.19935, -0.36269], [0.27312, -2.80252, -0.38119], [0.08687, -3.98348, -0.14076], [-0.74541, -1.97346, -0.73034], [-0.59433, -0.97518, -0.77592], [-2.11931, -2.35929, -0.55464], [-2.86718, -1.23677, 0.16048], [-2.37829, -0.13705, 0.32270], [-4.11065, -1.59666, 0.56369], [-4.94719, -0.84021, 1.34945], [-5.17344, 0.39208, 1.09953], [-4.77921, 1.14973, -0.07475], [-4.68584, 2.50996, -0.25800], [-4.32386, 2.70544, -1.60550], [-4.23799, 1.45946, -2.15193], [-4.50963, 0.51905, -1.24295], [-4.00428, 1.12780, -3.14470], [-4.15325, 3.63921, -2.10066], [-4.83559, 3.26856, 0.48221], [-5.97177, 1.13058, 2.12910], [-6.81939, 1.63354, 1.66979], [-6.31918, 0.42933, 2.88122], [-5.34462, 1.88065, 2.60687], [-4.33951, -2.58060, 0.61076], [-2.13842, -3.29419, 0.01442], [-2.60341, -2.53080, -1.52602], [2.41031, -2.91944, -0.51604], [1.07101, -0.24320, 0.15053], [4.35335, -2.02028, -0.57433], [6.50437, -0.92709, -0.40359], [8.23477, 0.19432, 0.75185], [8.12438, 0.69444, -0.96051]], "mulliken_charge": [-0.832, 0.237, -0.448, 0.822, -0.416, -0.906, 0.710, -0.582, -0.583, 0.416, 0.352, -0.166, -0.273, 0.338, -0.664, -0.150, 0.187, -0.983, 0.893, -0.672, 0.044, -0.882, 0.806, 0.416, -0.468, -0.592, -0.479, -0.268, 0.477, 0.440, 0.461, -1.259, 0.326, 0.394, 0.306, 0.287, 0.464, 0.237, 0.332, 0.348, 0.269, 0.384, 0.339, 0.337]}

---

B:
{"formula": "C18H19N3O4", "method": "the ωB97M-V functional and the def2-TZVPD basis", "smiles": "O=C(CCNC(=O)c1ccc([N+](=O)[O-])cc1)NCCc1ccccc1", "mol_weight_g_mol": 341.367, "gap_ev": 8.9932, "multiplicity": 1, "total_charge": 0, "e_homo_ev": -9.602, "elements": ["O", "C", "N", "H", "C", "H", "H", "C", "C", "C", "C", "C", "C", "C", "H", "H", "H", "H", "H", "H", "H", "C", "H", "H", "C", "N", "C", "O", "C", "C", "C", "C", "C", "C", "H", "H", "N", "O", "O", "H", "H", "H", "H", "H"], "positions_angstrom": [[-1.64848, 0.52513, -0.05338], [-0.91176, 1.08791, 0.73720], [-0.51183, 2.36377, 0.57767], [0.17346, 2.75311, 1.20706], [-0.79945, 3.13331, -0.61152], [-1.13432, 4.13094, -0.31281], [-1.60785, 2.61898, -1.13464], [0.43331, 3.24568, -1.52328], [1.56463, 3.91561, -0.79611], [2.51897, 3.16141, -0.12382], [3.53231, 3.77792, 0.58962], [3.60257, 5.15943, 0.64090], [2.65628, 5.92005, -0.02533], [1.64321, 5.30160, -0.73599], [0.90861, 5.89892, -1.25725], [2.70888, 6.99824, 0.00793], [4.39400, 5.64164, 1.19475], [4.26948, 3.17855, 1.10353], [2.47359, 2.08178, -0.16916], [0.15642, 3.82153, -2.40715], [0.72837, 2.24386, -1.83965], [-0.36453, 0.41779, 1.99103], [-0.22740, 1.15495, 2.78263], [0.61277, -0.00567, 1.74269], [-1.28515, -0.70495, 2.48488], [-1.45183, -1.72359, 1.47871], [-0.91622, -2.95377, 1.59900], [-0.34568, -3.34446, 2.60082], [-1.08796, -3.83562, 0.39748], [-0.15171, -4.85151, 0.21313], [-0.24353, -5.70318, -0.86831], [-1.29308, -5.54029, -1.76513], [-2.24827, -4.54671, -1.58303], [-2.14322, -3.69431, -0.50161], [-2.89465, -2.93446, -0.35256], [-3.05706, -4.45830, -2.29237], [-1.39830, -6.42191, -2.90119], [-2.34183, -6.26908, -3.64766], [-0.53519, -7.26141, -3.04444], [0.47482, -6.49192, -1.03125], [0.64097, -4.95673, 0.93809], [-1.76768, -1.36304, 0.58580], [-2.26655, -0.28822, 2.73438], [-0.85911, -1.18299, 3.37035]], "mulliken_charge": [-0.750, 0.703, -0.156, 0.309, -0.845, 0.408, 0.375, -0.957, 0.357, -0.203, -0.604, -0.425, -0.559, -0.291, 0.386, 0.376, 0.375, 0.384, 0.367, 0.422, 0.344, -0.477, 0.400, 0.260, -1.034, -0.106, 0.345, -0.676, 0.493, -0.524, -0.434, 0.082, -0.551, -0.494, 0.481, 0.475, 0.987, -0.610, -0.611, 0.473, 0.451, 0.304, 0.311, 0.437]}

---

B is favored, and the nearest alternative lies 44.5 kJ/mol above it.

---

A:
{"formula": "C5H4O2", "method": "the ωB97M-V functional and the def2-TZVPD basis", "mol_weight_g_mol": 96.085, "gap_ev": 9.3103, "multiplicity": 1, "total_charge": 0, "e_homo_ev": -8.555, "elements": ["O", "C", "C", "C", "C", "C", "O", "H", "H", "H", "H"], "positions_angstrom": [[-0.57478, 3.16856, -0.57584], [-0.17873, 2.10646, -0.54560], [-1.44942, -0.66051, -0.08552], [-0.23050, -1.17534, -0.25914], [1.06172, -0.75651, 0.29840], [1.54161, 0.42184, 0.65602], [2.10165, 1.38463, 1.00921], [-1.65354, 0.19027, 0.55771], [-2.30205, -1.10135, -0.59538], [-0.14275, -2.05993, -0.88826], [1.82679, -1.51810, 0.42841]], "mulliken_charge": [-0.200, 0.128, -0.756, 0.041, -0.571, 0.611, -0.384, 0.333, 0.227, 0.285, 0.285]}

---

B:
{"formula": "C5H4O2", "method": "the ωB97M-V functional and the def2-TZVPD basis", "smiles": "O=c1cccco1", "mol_weight_g_mol": 96.085, "gap_ev": 9.5885, "multiplicity": 1, "total_charge": 0, "e_homo_ev": -9.371, "elements": ["C", "C", "C", "C", "C", "H", "H", "H", "H", "O", "O"], "positions_angstrom": [[1.37965, -0.35528, -0.08414], [0.77906, 0.90919, -0.04838], [-0.48959, 1.06922, -0.04257], [-1.37884, -0.10825, 0.04845], [-0.76229, -1.33540, 0.01202], [1.52656, 1.73544, -0.15960], [-0.66357, 2.13303, 0.06832], [-2.40794, 0.00939, 0.00303], [-1.27100, -2.33387, 0.24227], [2.64466, -0.31806, 0.10678], [0.64331, -1.40542, -0.14617]], "mulliken_charge": [0.520, -0.165, -0.162, -0.499, -0.200, 0.323, 0.349, 0.433, 0.324, -0.634, -0.289]}

---

B is favored, and the nearest alternative lies 20.2 kJ/mol above it.